Record 1
73
Properties=species:S:1:pos:R:3:forces:R:3:lowdin_spin:R:1 method="wB97M-V/def2-TZVPD" de_lowest_ev=0.177 spin_multiplicity=2 charge=+2 fmax_ev_per_a=1.8 orbital_gap_ev="7.6105 / 7.6553"
Ce 1.79679 -1.01854 0.22283 1.80 0.04 0.22 1.02
C 3.06867 2.27578 0.40915 -0.05 -0.01 -0.06 0.00
N 2.56015 1.37627 1.46877 0.06 -0.02 -0.03 0.00
C 3.56131 1.10656 2.51598 0.07 0.09 -0.04 0.00
C 4.48563 0.04650 1.99547 -0.11 -0.07 -0.15 0.00
N 4.04142 -0.89498 1.18107 0.62 0.10 0.36 0.00
C 5.15719 -1.65117 0.82110 0.22 -0.01 0.15 0.00
C 5.25730 -2.73517 -0.04769 0.01 0.09 0.14 0.00
C 6.50891 -3.28819 -0.22084 -0.09 -0.04 -0.06 0.00
C 7.62806 -2.77949 0.45405 0.06 0.01 0.03 0.00
C 7.54136 -1.70182 1.31271 0.08 0.05 0.06 0.00
C 6.28157 -1.13937 1.47666 -0.24 -0.29 -0.27 0.00
N 5.80687 -0.05561 2.20668 0.08 0.07 0.12 0.00
C 2.44136 1.91785 -0.90403 0.05 -0.12 0.00 0.00
N 2.37578 0.66124 -1.31185 0.08 0.59 -0.53 0.00
C 1.68250 0.68058 -2.52091 0.03 0.22 -0.21 0.00
C 1.32560 -0.37354 -3.35960 0.00 0.12 0.07 0.00
C 0.62181 -0.05142 -4.50230 0.00 -0.07 0.01 0.00
C 0.30030 1.27927 -4.81068 -0.01 -0.01 0.00 0.00
C 0.66697 2.33000 -3.99348 0.01 0.17 0.01 0.00
C 1.36087 2.00456 -2.83471 -0.03 -0.43 -0.09 0.00
N 1.86826 2.75531 -1.78166 0.02 0.14 0.02 0.00
H 4.14501 2.11695 0.31291 0.01 0.06 0.00 0.00
H 2.89959 3.32762 0.64659 0.05 0.01 0.02 0.00
H 1.73649 1.79863 1.88325 -0.11 -0.06 0.02 0.00
H 3.04297 0.73871 3.40283 0.01 0.04 0.03 0.00
H 4.12042 2.00145 2.80434 0.01 -0.02 0.05 0.00
H 4.38374 -3.12788 -0.55717 0.08 -0.11 -0.06 0.00
H 6.63670 -4.13185 -0.88517 -0.01 0.01 0.01 0.00
H 8.58885 -3.24875 0.29360 0.00 0.01 0.01 0.00
H 8.41533 -1.32595 1.82743 -0.01 0.02 -0.01 0.00
H 6.36524 0.53248 2.80527 -0.05 0.07 0.02 0.00
H 1.61655 -1.39515 -3.13878 -0.03 -0.03 -0.08 0.00
H 0.32628 -0.83433 -5.18716 0.00 0.01 0.01 0.00
H -0.24442 1.48505 -5.72157 0.01 0.02 0.00 0.00
H 0.42845 3.35318 -4.25226 -0.02 -0.02 0.00 0.00
H 1.82318 3.75981 -1.70828 0.01 0.01 0.10 0.00
C -6.44274 -0.81399 0.43091 0.09 -0.09 -0.01 0.00
C -5.41194 -1.94522 0.37632 -0.10 -0.03 0.02 0.00
C -5.59181 -2.83305 1.61878 0.00 0.07 -0.08 0.00
C -5.66612 -2.76753 -0.89696 0.05 0.09 0.06 0.00
C -3.98309 -1.41311 0.37341 -0.03 0.17 0.02 0.00
C -2.92038 -2.28892 0.17130 0.09 -0.22 -0.07 0.00
C -1.65598 -1.77196 0.20872 0.56 0.00 -0.04 0.00
Br -0.12986 -2.99457 -0.16871 -1.63 -0.82 -0.06 0.00
C -1.30106 -0.44196 0.45883 -1.20 0.16 0.10 0.00
O 0.00081 -0.10873 0.51921 -0.95 0.59 0.26 -0.01
C -2.38089 0.45021 0.63877 0.60 0.02 0.03 0.00
C -3.67160 -0.07536 0.58406 -0.17 -0.21 -0.06 0.00
C -2.27445 1.98027 0.81014 -0.04 0.05 -0.09 0.00
C -2.62208 2.61076 -0.54976 0.03 -0.03 0.09 0.00
C -3.28789 2.44712 1.86954 0.00 0.02 -0.02 0.00
C -0.90935 2.53251 1.24602 -0.11 -0.30 0.09 0.00
H -7.44129 -1.24701 0.38367 -0.02 0.03 0.01 0.00
H -6.33524 -0.13210 -0.41519 -0.02 0.02 0.02 0.00
H -6.37416 -0.24869 1.36205 -0.01 0.03 -0.02 0.00
H -6.60832 -3.22738 1.64791 0.02 -0.03 0.01 0.00
H -5.42160 -2.25568 2.52928 -0.01 -0.03 0.01 0.00
H -4.89746 -3.67504 1.61290 -0.02 -0.02 0.00 0.00
H -6.71003 -3.07917 -0.93051 0.01 -0.03 0.00 0.00
H -5.05279 -3.66841 -0.93433 0.00 -0.01 -0.02 0.00
H -5.46010 -2.17039 -1.78724 -0.02 -0.03 -0.02 0.00
H -3.08233 -3.34242 -0.01033 0.01 0.01 -0.01 0.00
H -4.49424 0.61224 0.71562 0.08 -0.08 -0.03 0.00
H -3.62741 2.33018 -0.86344 0.00 0.01 -0.03 0.00
H -1.92110 2.27451 -1.31860 0.00 0.03 -0.02 0.00
H -2.57522 3.69983 -0.48065 -0.02 -0.01 -0.03 0.00
H -4.31511 2.37545 1.51530 0.02 0.06 0.06 0.00
H -3.10239 3.49217 2.11984 -0.05 0.00 -0.02 0.00
H -3.19817 1.85537 2.78186 0.00 0.04 0.02 0.00
H -0.14636 2.35798 0.49199 0.13 -0.06 -0.11 0.00
H -0.60287 2.07783 2.19201 0.09 0.04 0.02 0.00
H -1.00847 3.60963 1.39471 0.03 -0.06 0.02 0.00

=====

Record 2
74
Properties=species:S:1:pos:R:3:forces:R:3:lowdin_charge:R:1 method="wB97M-V/def2-TZVPD" de_lowest_ev=0.850 charge=0 fmax_ev_per_a=0.4 orbital_gap_ev=7.0137
Cd -0.40290 -0.08127 0.24573 0.02 0.08 -0.18 1.44
C -1.79968 -6.11410 2.11440 0.03 0.08 0.00 -0.05
C -1.44130 -4.65729 2.26726 -0.04 -0.06 0.02 -0.28
C -2.26769 -3.76092 2.93972 -0.01 0.02 0.01 -0.04
C -1.94853 -2.41945 3.03216 -0.08 -0.04 -0.02 -0.03
C -0.77670 -1.88579 2.47574 0.13 0.11 0.13 -0.28
N -0.48409 -0.53348 2.43082 -0.15 -0.07 0.05 -0.06
C -0.64702 0.28575 3.50483 0.10 -0.08 -0.10 -0.25
C -0.74229 -0.18769 4.83066 -0.02 0.01 0.08 -0.03
C -0.82291 0.65439 5.92164 -0.01 -0.01 -0.01 -0.05
C -0.79282 2.03825 5.78021 -0.01 0.02 0.09 -0.29
C -0.83215 2.96768 6.96749 0.03 -0.04 -0.07 -0.06
C -0.67632 2.52648 4.48978 0.01 0.04 -0.04 -0.01
C -0.62371 1.69630 3.37635 0.04 0.08 -0.07 -0.12
N -0.55480 2.36897 2.10134 -0.05 -0.12 0.07 -0.09
C -1.18390 3.52882 1.81500 0.00 -0.07 -0.01 -0.07
C -0.69947 3.99311 0.61562 0.03 0.03 -0.04 -0.07
C 0.23324 3.02812 0.22653 0.02 0.06 0.05 -0.18
N 0.33086 2.04797 1.12138 -0.03 0.12 0.06 0.00
C 0.07056 -2.81175 1.83039 0.09 0.00 -0.04 -0.13
C -0.27709 -4.15274 1.71309 0.07 -0.02 -0.10 0.00
N 1.35513 -2.42113 1.31569 0.02 0.03 0.15 -0.07
C 2.47002 -3.18974 1.31027 0.00 0.05 0.02 -0.07
C 3.47759 -2.45480 0.73454 0.06 0.04 -0.02 -0.05
C 2.87970 -1.22484 0.42189 0.07 0.06 0.03 -0.15
N 1.60707 -1.20892 0.77782 -0.02 -0.39 0.00 0.00
H -2.66811 -6.36773 2.72169 0.01 0.00 -0.01 0.07
H -0.97403 -6.75922 2.42137 -0.02 0.00 0.00 0.08
H -2.03749 -6.35514 1.07590 -0.01 0.00 0.01 0.08
H -3.19305 -4.11682 3.37950 0.01 0.01 -0.01 0.11
H -2.62808 -1.73671 3.52640 0.00 0.00 0.00 0.12
H -0.73388 -1.25804 4.99044 0.00 0.03 0.01 0.10
H -0.89473 0.22401 6.91549 0.01 -0.01 -0.03 0.11
H -1.12567 2.43150 7.87012 -0.01 0.01 -0.01 0.07
H -1.54251 3.78247 6.81451 0.00 -0.02 0.01 0.07
H 0.14609 3.41793 7.15471 -0.01 -0.01 0.00 0.08
H -0.60595 3.59830 4.33731 0.01 -0.02 -0.01 0.12
H -1.93445 3.93048 2.47435 0.04 -0.03 0.01 0.13
H -1.00193 4.87971 0.08610 0.01 -0.02 0.01 0.10
H 0.83094 2.99232 -0.67070 -0.04 -0.03 0.00 0.09
H 0.37883 -4.82234 1.16528 0.00 0.04 0.01 0.11
H 2.48011 -4.17609 1.74250 -0.06 0.06 0.00 0.12
H 4.50344 -2.75278 0.59429 -0.06 0.02 0.01 0.09
H 3.32239 -0.34710 -0.02452 -0.04 -0.03 -0.02 0.11
C -2.20207 1.16747 -2.46345 0.00 -0.06 0.04 -0.18
C -2.22665 -0.21278 -2.82199 -0.01 0.06 0.07 -0.18
C -2.43808 -0.96034 -1.68363 -0.09 0.09 0.00 -0.21
C -2.51320 -0.06949 -0.55304 -0.22 -0.05 -0.36 -0.33
C -2.40690 1.27198 -1.09948 0.04 -0.07 -0.11 -0.22
H -2.05254 1.99596 -3.14422 -0.02 -0.02 0.02 0.08
H -2.07648 -0.60635 -3.81897 0.00 0.01 0.03 0.09
H -2.53383 -2.03527 -1.62702 0.05 -0.01 0.00 0.08
H -3.10276 -0.30137 0.32615 0.10 0.00 0.15 0.08
H -2.56410 2.18220 -0.53934 0.10 0.01 0.03 0.07
C 1.60076 0.81755 -2.81758 -0.01 -0.10 -0.07 -0.05
N 2.14092 -0.51183 -3.06861 0.08 0.02 -0.23 -0.13
C 3.55929 -0.55574 -3.39684 -0.06 -0.03 0.15 -0.07
C 1.44742 -1.55952 -2.51325 0.08 0.12 0.10 -0.51
O 0.52887 -1.33970 -1.72746 -0.23 -0.02 0.03 -0.07
N 1.79804 -2.84055 -2.83727 0.12 -0.10 0.02 -0.12
C 2.48656 -3.26492 -4.04166 -0.07 0.04 0.06 -0.06
C 1.20145 -3.93111 -2.08512 0.05 0.04 -0.03 -0.04
H 1.93708 1.48574 -3.61036 0.01 0.02 0.02 0.09
H 1.94458 1.21155 -1.85290 0.01 0.02 0.01 0.07
H 0.51316 0.78993 -2.81951 -0.01 -0.01 0.01 0.07
H 4.02004 0.36927 -3.04933 0.02 0.00 0.05 0.09
H 3.74708 -0.63312 -4.46907 0.00 0.01 -0.03 0.08
H 4.05735 -1.38021 -2.88722 -0.05 -0.06 -0.04 0.09
H 2.63393 -2.44708 -4.73499 -0.02 0.12 0.00 0.07
H 1.87995 -4.01756 -4.55094 -0.01 -0.01 0.01 0.09
H 3.45463 -3.71646 -3.80792 0.02 0.02 -0.02 0.09
H 0.64292 -3.53487 -1.24473 0.00 0.02 0.03 0.07
H 1.98470 -4.60335 -1.72321 -0.01 0.01 -0.01 0.09
H 0.52036 -4.50140 -2.72272 -0.03 0.00 0.02 0.09

=====

Record 3
89
Properties=species:S:1:pos:R:3:forces:R:3:lowdin_charge:R:1 method="wB97M-V/def2-TZVPD" charge=0 smiles="C#CCCCC1=C(Cl)C(=O)C=C(S(C)(=O)=O)C1=O.O=C1OCCO1.O=C1OCCO1.O=C1OCCO1.O=C1OCCO1.O=C1OCCO1.O=C1OCCO1" fmax_ev_per_a=0.9 orbital_gap_ev=8.2915
C -4.60727 -8.45118 -1.33007 0.16 -0.07 0.14 0.11
C -3.72337 -8.29842 -2.12512 -0.17 -0.03 -0.17 -0.15
C -2.66230 -8.12163 -3.11772 0.15 -0.26 0.37 -0.19
C -1.31361 -8.68465 -2.60854 0.04 0.29 0.15 -0.17
C -0.09570 -7.88858 -3.15860 -0.31 -0.18 0.08 -0.14
C 0.32395 -6.88026 -2.13794 -0.02 -0.03 -0.01 -0.17
C 1.07402 -7.12206 -1.05801 -0.06 0.10 -0.26 -0.54
Cl 1.75863 -8.65969 -0.73741 0.11 0.05 0.05 0.79
C 1.38876 -6.00996 -0.10688 0.03 0.03 0.08 -0.38
O 2.42453 -5.91629 0.49645 -0.09 -0.12 0.15 0.13
C 0.30396 -4.98163 0.01390 -0.32 0.03 -0.08 0.05
C -0.45365 -4.73420 -1.04736 0.07 0.00 -0.09 -0.19
S -1.84106 -3.60526 -1.09665 -0.59 0.18 -0.60 0.64
C -2.60048 -3.85535 0.47473 0.32 -0.49 0.13 -0.13
O -2.73261 -4.13857 -2.09155 0.07 -0.18 0.20 -0.29
O -1.38013 -2.25523 -1.25791 0.33 -0.06 0.37 -0.29
C -0.15460 -5.47370 -2.32201 0.10 0.01 0.18 -0.33
O -0.23984 -4.96087 -3.40728 -0.09 0.01 -0.02 0.15
H -5.34791 -8.61886 -0.58600 -0.06 0.05 -0.05 0.02
H -2.95289 -8.64419 -4.02966 0.01 0.22 -0.15 0.12
H -2.56719 -7.05385 -3.32798 -0.03 0.00 -0.12 0.11
H -1.32225 -8.61255 -1.51986 0.10 -0.09 0.00 0.10
H -1.21396 -9.74449 -2.83609 -0.08 0.01 -0.13 0.12
H 0.72735 -8.55806 -3.40177 0.03 0.03 0.02 0.11
H -0.40596 -7.35580 -4.05666 0.21 -0.05 -0.13 0.12
H 0.16089 -4.48114 0.96381 0.28 0.03 0.01 0.14
H -3.50738 -3.26215 0.51995 0.08 0.17 -0.02 0.06
H -1.91786 -3.62609 1.29016 -0.10 0.27 -0.02 0.07
H -2.86182 -4.91312 0.52167 -0.09 0.06 -0.02 0.09
C 2.10773 -2.42126 -2.36665 -0.14 -0.07 -0.21 -0.10
C 3.26427 -3.08458 -3.08851 -0.04 -0.10 0.00 -0.10
O 4.25908 -2.05321 -3.07560 -0.01 0.01 0.05 0.07
C 3.99447 -1.21498 -2.04990 0.05 0.00 -0.03 -0.57
O 4.71285 -0.35217 -1.66329 -0.02 0.02 0.02 0.17
O 2.78096 -1.49213 -1.51224 -0.05 0.00 0.03 0.04
H 1.50758 -3.10588 -1.77771 0.05 0.08 0.14 0.10
H 1.45368 -1.87058 -3.04391 0.00 0.00 0.01 0.14
H 3.65383 -3.95031 -2.54868 0.00 0.02 0.02 0.13
H 3.03295 -3.36862 -4.11118 0.07 0.10 -0.04 0.14
C 1.91592 0.58879 0.88573 0.05 -0.13 -0.15 -0.10
C 2.08242 1.95769 0.25774 0.07 -0.08 -0.08 -0.09
O 1.58443 2.81996 1.29403 0.02 0.10 -0.06 0.04
C 1.68863 2.17482 2.47812 -0.06 -0.03 0.01 -0.58
O 1.50669 2.69014 3.53629 0.00 0.03 0.01 0.15
O 2.01497 0.88211 2.28874 -0.03 0.06 0.00 0.07
H 2.68689 -0.11616 0.59225 0.04 0.03 0.13 0.12
H 0.93276 0.15754 0.68871 -0.01 0.02 0.00 0.13
H 3.12708 2.20401 0.06468 0.00 -0.02 0.02 0.14
H 1.50291 2.09578 -0.65035 -0.08 0.07 0.07 0.14
C 1.57215 6.34790 1.26994 -0.02 -0.24 -0.05 -0.10
C 2.53238 5.82891 2.31527 0.00 -0.21 0.11 -0.11
O 3.42229 6.94005 2.49947 -0.07 0.09 -0.05 0.06
C 2.77246 8.06184 2.11866 0.04 -0.02 -0.07 -0.58
O 3.18909 9.16641 2.28451 -0.05 0.03 0.05 0.14
O 1.60485 7.76291 1.51465 0.03 0.01 0.04 0.07
H 0.56922 5.95683 1.39949 -0.07 0.21 -0.03 0.11
H 1.91401 6.16062 0.25093 0.04 0.04 0.01 0.14
H 2.03614 5.61950 3.26374 0.01 -0.02 -0.01 0.13
H 3.08524 4.94879 2.00324 0.12 0.09 -0.01 0.12
C 5.50840 9.23253 0.24272 0.05 0.07 0.07 -0.12
C 6.86171 9.79432 -0.14438 -0.02 0.09 0.02 -0.11
O 7.46609 8.69203 -0.82980 -0.02 0.00 -0.01 0.06
C 6.48189 7.88310 -1.29225 -0.01 -0.01 0.00 -0.58
O 6.64920 6.97387 -2.03798 0.00 0.00 0.00 0.16
O 5.28514 8.25793 -0.78676 0.01 -0.01 0.00 0.06
H 4.70770 9.96489 0.24144 -0.05 -0.06 -0.07 0.13
H 5.52478 8.72598 1.20674 0.01 0.01 0.01 0.12
H 6.78400 10.63503 -0.83634 -0.01 -0.01 -0.01 0.13
H 7.47325 10.08097 0.70678 0.06 -0.09 -0.02 0.13
C -7.19111 -0.83863 1.18101 -0.07 0.06 -0.06 -0.11
C -8.13392 -2.00410 1.41342 -0.10 0.06 -0.01 -0.11
O -7.22524 -3.10092 1.56523 0.01 0.01 0.03 0.07
C -6.02782 -2.61426 1.95350 -0.01 -0.03 0.01 -0.57
O -5.10966 -3.28159 2.31279 -0.01 0.03 -0.04 0.15
O -6.00973 -1.26604 1.87058 0.01 -0.01 -0.01 0.06
H -7.54311 0.10003 1.59913 0.08 -0.01 0.08 0.13
H -6.94828 -0.70079 0.12655 -0.01 -0.02 0.00 0.13
H -8.70969 -1.89898 2.33402 0.01 0.01 0.00 0.13
H -8.80702 -2.19510 0.58263 0.06 -0.09 -0.02 0.13
C -2.27534 5.57481 3.46855 0.04 0.00 0.14 -0.11
C -3.47814 4.74339 3.06801 -0.02 -0.06 0.08 -0.11
O -3.71437 5.17623 1.72469 0.01 0.01 0.01 0.06
C -2.55933 5.67610 1.22392 0.03 -0.03 -0.01 -0.57
O -2.37472 5.95678 0.08680 0.00 0.00 0.00 0.17
O -1.63532 5.80261 2.20911 -0.07 -0.01 0.01 0.03
H -1.59354 5.06056 4.14073 0.07 -0.01 -0.09 0.13
H -2.55562 6.53845 3.89663 -0.02 0.00 -0.01 0.13
H -3.25947 3.67429 3.05820 0.02 0.01 0.00 0.13
H -4.35888 4.92957 3.67650 -0.04 0.05 -0.09 0.13